# 1
2 unconnected molecules or ions with the total composition C2H7NS2 at a distorted geometry. Source: OMol25; level of theory: wB97M-V/def2-TZVPD.

Computed properties:
- orbital gap (spin up / spin down) (Eh) = 0.3495 / 0.2158
- F_max (eV/Å) = 2.9
- DFT total energy (hartree) = -931.385951
- energy relative to the best compared isomer or geometry (same formula, charge and spin) (kcal/mol) = 86.4
- HOMO (spin up / spin down) (eV) = -9.63 / -8.04

Geometry as ORCA input:
```
! wB97M-V def2-TZVPD RIJCOSX def2/J DEFGRID3
* xyz 0 1
C 1.43122 0.92682 0.46280
C -1.63444 -2.12021 -1.37841
N 1.88319 1.75251 1.57548
S 0.95955 2.94850 2.04971
S -1.73923 -0.93684 0.06383
H 2.02699 -0.02298 0.51982
H 0.38434 0.52310 0.53210
H 1.70353 1.58443 -0.42995
H -0.67050 -2.63330 -1.48810
H -1.75333 -1.66651 -2.29017
H -2.31641 -2.89466 -1.20424
H -0.27489 2.53912 1.58713
*
```


# 2
A single C24H20FN5O2 molecule at a distorted geometry. Source: OMol25; level of theory: wB97M-V/def2-TZVPD.

Computed properties:
- orbital gap (Eh) = 0.2899
- F_max (eV/Å) = 1.3
- DFT total energy (hartree) = -1450.763441
- SMILES = Nc1c(C(=O)NCc2ccco2)c2nc3ccccc3nc2n1CCc1ccc(F)cc1
- HOMO (eV) = -7.81

Geometry as ORCA input:
```
! wB97M-V def2-TZVPD RIJCOSX def2/J DEFGRID3
* xyz 0 1
N -3.93293 0.40355 0.12742
C -2.78775 -0.22065 -0.17417
C -1.80676 0.31240 -1.00925
C -1.79826 1.69814 -1.44033
O -2.71351 2.47730 -1.16653
N -0.69069 2.04895 -2.13274
C -0.30207 3.43525 -2.29000
C 0.65889 3.81901 -1.21021
C 0.45310 4.11969 0.10500
C 1.73762 4.28244 0.67987
C 2.62524 4.06218 -0.32645
O 1.98340 3.77794 -1.47127
C -0.76150 -0.64449 -1.06443
N 0.42575 -0.61386 -1.62589
C 1.19802 -1.70433 -1.40108
C 2.49800 -1.73879 -1.94033
C 3.30740 -2.81967 -1.72497
C 2.85601 -3.91157 -0.96851
C 1.59865 -3.91050 -0.42884
C 0.74412 -2.81248 -0.62510
N -0.48388 -2.82586 -0.03839
C -1.19076 -1.75912 -0.25872
N -2.43805 -1.47977 0.25336
C -2.94474 -2.15310 1.42406
C -2.51421 -1.41013 2.71005
C -1.07006 -1.00380 2.58396
C -0.05758 -1.93775 2.76964
C 1.26056 -1.61392 2.51003
C 1.55568 -0.34192 2.05345
F 2.83744 -0.02814 1.77245
C 0.57585 0.61761 1.88401
C -0.73687 0.27671 2.15805
H -4.53536 0.09253 0.86728
H -3.94831 1.36887 -0.20530
H 0.03587 1.34336 -2.20057
H 0.16233 3.57627 -3.26875
H -1.21444 4.03201 -2.21442
H -0.49547 4.21690 0.59247
H 1.96391 4.52792 1.69746
H 3.69648 4.07708 -0.35339
H 2.82786 -0.88947 -2.51851
H 4.30539 -2.83884 -2.13744
H 3.51225 -4.75517 -0.81231
H 1.23142 -4.73761 0.15929
H -2.50257 -3.15089 1.40801
H -4.03325 -2.24064 1.36780
H -3.13227 -0.52176 2.85347
H -2.66050 -2.07380 3.56286
H -0.30420 -2.93504 3.10045
H 2.05190 -2.33583 2.63352
H 0.83766 1.60235 1.52977
H -1.50916 1.01987 2.02111
*
```